Entry 1:
Density functional theory data (wB97M-V/def2-TZVPD) for a single C4H8N2O molecule.

Properties
SMILES	C[C@H]1NC[C@@H]1N=O
total charge	0
E_tot	-341.78231	Ha
HOMO	-9.46	eV
LUMO level	-0.37	eV
max |F|	3.82	eV Å⁻¹
2S+1	1
orbital gap	9.0903	eV

Each line ends with the natural charge from an NBO analysis.
CARTESIAN COORDINATES (ANGSTROEM)
C (1.623, -0.477, -1.055)  -0.613
C (0.380, -0.637, -0.208)  -0.038
N (0.570, -0.370, 1.235)  -0.623
C (-0.664, 0.418, 1.308)  -0.197
C (-0.701, 0.500, -0.245)  -0.253
N (-1.964, 0.282, -0.863)  0.170
O (-2.471, 1.400, -0.905)  -0.309
H (2.378, -1.231, -0.800)  0.214
H (2.050, 0.514, -0.878)  0.218
H (1.377, -0.578, -2.118)  0.213
H (-0.081, -1.632, -0.395)  0.192
H (0.567, -1.189, 1.833)  0.362
H (-0.534, 1.397, 1.789)  0.197
H (-1.536, -0.086, 1.735)  0.185
H (-0.995, 1.690, -0.433)  0.283

Entry 2:
Density functional theory data (wB97M-V/def2-TZVPD) for a single C19H14Cl2N2O3 molecule.

Properties
SMILES	O=c1oc(Cc2c[nH]c3ccccc23)c(O)n1Cc1cc(Cl)cc(Cl)c1
total charge	0
E_tot	-1988.07082	Ha
HOMO	-7.87	eV
LUMO level	0.55	eV
max |F|	3.37	eV Å⁻¹
2S+1	1
orbital gap	8.4176	eV

Each line ends with the natural charge from an NBO analysis.
CARTESIAN COORDINATES (ANGSTROEM)
O (0.370, -4.332, 0.524)  -0.632
Cl (0.922, 1.673, -3.914)  0.010
Cl (-1.361, -3.165, -4.485)  0.031
O (1.634, 0.154, 1.004)  -0.695
O (-0.282, -2.687, 1.972)  -0.431
C (0.435, -3.195, 0.960)  0.866
C (-0.082, 1.971, 3.524)  -0.018
C (1.070, -1.087, 1.248)  0.423
C (0.081, -1.384, 2.164)  0.138
C (-0.603, 0.983, 2.792)  -0.106
C (-2.096, 1.829, -0.704)  -0.225
C (-1.774, 3.187, -0.655)  -0.196
C (-0.152, -0.810, -4.054)  -0.259
C (-1.718, 1.034, 0.369)  -0.202
C (-1.092, 3.733, 0.460)  -0.236
C (1.550, -0.446, -2.324)  -0.229
C (0.502, -2.619, -2.560)  -0.188
C (0.768, 0.021, -3.397)  -0.022
C (-0.292, -2.138, -3.620)  -0.041
C (-1.039, 1.540, 1.502)  -0.090
C (-0.769, 2.888, 1.560)  0.121
C (1.424, -1.783, -1.890)  -0.026
N (-0.196, 3.171, 2.810)  -0.544
N (1.307, -2.221, 0.491)  -0.438
C (-0.611, -0.496, 3.145)  -0.456
C (2.187, -2.293, -0.650)  -0.236
H (1.009, 0.874, 1.220)  0.518
H (0.372, 1.861, 4.512)  0.225
H (-2.522, 1.364, -1.579)  0.222
H (-2.012, 3.787, -1.505)  0.217
H (-0.753, -0.398, -4.851)  0.239
H (-1.918, -0.026, 0.328)  0.217
H (-0.810, 4.763, 0.475)  0.215
H (2.227, 0.257, -1.869)  0.236
H (0.362, -3.647, -2.241)  0.239
H (0.074, 4.085, 3.147)  0.418
H (-1.666, -0.813, 3.187)  0.236
H (-0.192, -0.581, 4.145)  0.224
H (2.550, -3.326, -0.791)  0.246
H (3.097, -1.730, -0.450)  0.230

Entry 3:
Density functional theory data (wB97M-V/def2-TZVPD) for a molecular structure, C4H8N4.

Properties
total charge	0
E_tot	-375.97456	Ha
HOMO	-8.47	eV
LUMO level	0.83	eV
max |F|	5.83	eV Å⁻¹
2S+1	1
orbital gap	9.2980	eV

Each line ends with the natural charge from an NBO analysis.
CARTESIAN COORDINATES (ANGSTROEM)
C (0.591, -0.019, -0.165)  -0.018
C (0.064, -0.947, 0.965)  -0.450
C (-0.176, -1.316, -0.362)  -0.112
C (-0.367, 1.128, -0.078)  0.387
H (2.601, 0.374, -1.100)  0.400
H (2.344, 0.013, 0.681)  0.383
H (-1.149, -0.468, 1.275)  0.297
H (0.721, -1.475, 1.865)  0.245
H (0.180, -2.209, -0.957)  0.252
H (-1.863, -0.568, -1.656)  0.359
H (-2.420, 0.985, 0.768)  0.443
H (0.981, 2.596, -0.445)  0.315
N (2.032, -0.141, -0.326)  -0.853
N (-1.715, -0.946, -0.537)  -0.413
N (-1.618, 0.568, 0.086)  -0.577
N (-0.206, 2.426, -0.015)  -0.659

Entry 4:
Density functional theory data (wB97M-V/def2-TZVPD) for a single C8H24N4O2P2S molecule.

Properties
total charge	0
E_tot	-1769.70156	Ha
HOMO	-8.28	eV
LUMO level	0.72	eV
max |F|	8.03	eV Å⁻¹
2S+1	1
orbital gap	9.0005	eV

Each line ends with the natural charge from an NBO analysis.
CARTESIAN COORDINATES (ANGSTROEM)
O (-0.854, -0.875, 0.734)  -1.099
S (-0.292, 1.729, 2.740)  -0.588
O (1.162, 0.739, 0.224)  -1.081
N (1.405, -1.278, 2.036)  -0.803
N (1.149, -1.722, -0.685)  -0.762
N (-1.293, 1.952, -0.122)  -0.797
N (0.991, 3.311, 0.636)  -0.779
C (0.503, -1.919, 3.003)  -0.408
C (2.522, -0.484, 2.580)  -0.418
C (0.990, -3.133, -0.306)  -0.418
C (2.494, -1.381, -1.185)  -0.420
C (-2.574, 1.866, 0.607)  -0.413
C (-1.258, 1.370, -1.453)  -0.418
C (0.160, 4.426, 1.065)  -0.422
C (1.777, 3.457, -0.608)  -0.413
P (0.623, -0.665, 0.602)  2.437
P (0.161, 1.805, 0.831)  1.919
H (1.027, -2.509, 3.784)  0.198
H (-0.196, -2.580, 2.457)  0.219
H (-0.051, -1.134, 3.485)  0.207
H (2.201, 0.346, 3.229)  0.207
H (3.176, -1.126, 3.180)  0.198
H (3.140, -0.045, 1.768)  0.198
H (0.977, -3.728, -1.212)  0.200
H (1.848, -3.521, 0.273)  0.182
H (0.035, -3.235, 0.231)  0.227
H (3.155, -1.103, -0.359)  0.178
H (2.942, -2.208, -1.695)  0.207
H (2.407, -0.574, -1.890)  0.203
H (-2.832, 0.862, 0.983)  0.216
H (-2.631, 2.566, 1.482)  0.225
H (-3.339, 2.153, -0.095)  0.194
H (-1.989, 1.841, -2.133)  0.202
H (-1.486, 0.319, -1.376)  0.213
H (-0.256, 1.498, -1.902)  0.196
H (0.014, 4.411, 2.147)  0.232
H (-0.784, 4.411, 0.553)  0.189
H (0.636, 5.368, 0.778)  0.202
H (1.157, 3.440, -1.476)  0.177
H (2.382, 4.381, -0.580)  0.209
H (2.498, 2.662, -0.632)  0.206

Entry 5:
Density functional theory data (wB97M-V/def2-TZVPD) for a molecular structure, C16H14BF5N6Pb.

Properties
total charge	+2
E_tot	-1662.87418	Ha
HOMO (alpha / beta)	-15.04 / -15.04	eV
LUMO level (alpha / beta)	-10.62 / -10.53	eV
max |F|	4.07	eV Å⁻¹
2S+1	1
orbital gap (alpha / beta)	4.4209 / 4.5078	eV

Each line ends with the Mulliken charge.
CARTESIAN COORDINATES (ANGSTROEM)
H (-0.233, -2.426, -1.980)  0.626
N (0.634, -0.617, -1.666)  0.260
B (1.581, 1.799, -2.017)  -0.074
N (1.128, 0.399, -2.523)  0.018
C (1.019, -0.050, -3.795)  0.050
Pb (0.955, -0.349, 1.206)  0.985
H (1.412, 0.536, -4.635)  0.470
C (0.471, -1.315, -3.769)  -1.039
H (0.312, -1.985, -4.601)  0.437
C (0.190, -1.604, -2.462)  -0.373
H (2.094, 2.468, -2.889)  -0.028
C (0.464, 1.088, 2.817)  -1.176
H (0.212, 0.541, 3.672)  0.503
H (-0.227, 1.732, 2.301)  0.266
H (1.346, 1.713, 2.829)  0.486
N (2.664, 1.572, -0.848)  0.052
N (0.388, 2.522, -1.334)  -0.156
N (2.487, 0.928, 0.377)  -0.123
N (-0.198, 1.974, -0.222)  0.243
C (3.948, 1.995, -0.933)  -0.012
C (-0.240, 3.670, -1.721)  -0.115
H (4.244, 2.453, -1.833)  0.489
H (0.072, 4.183, -2.612)  0.467
C (4.649, 1.652, 0.229)  -1.077
C (-1.203, 3.945, -0.759)  -1.204
C (3.695, 1.010, 1.030)  0.012
C (-1.143, 2.871, 0.142)  -0.298
H (5.696, 1.838, 0.429)  0.421
H (-1.869, 4.794, -0.718)  0.423
H (3.853, 0.635, 2.042)  0.462
H (-1.699, 2.712, 0.999)  0.607
H (0.988, -1.233, -0.858)  0.309
F (-2.252, 0.435, 1.618)  -0.127
C (-2.318, -0.914, 1.687)  0.741
C (-1.181, -1.674, 1.491)  -0.734
C (-1.392, -3.043, 1.313)  0.739
F (-0.361, -3.860, 0.902)  -0.330
C (-2.690, -3.633, 1.418)  0.042
F (-2.879, -4.935, 1.147)  -0.222
C (-3.798, -2.834, 1.703)  0.765
F (-5.036, -3.367, 1.812)  -0.230
C (-3.620, -1.455, 1.832)  -0.332
F (-4.681, -0.636, 1.976)  -0.223

Entry 6:
Density functional theory data (wB97M-V/def2-TZVPD) for a molecular structure, C37H43BrN6O3SSeSiTi.

Properties
total charge	0
E_tot	-8502.73490	Ha
HOMO (alpha / beta)	-5.62 / -7.14	eV
LUMO level (alpha / beta)	-0.63 / -0.74	eV
max |F|	0.79	eV Å⁻¹
2S+1	3
orbital gap (alpha / beta)	4.9956 / 6.4035	eV

Each line ends with the Mulliken spin population.
CARTESIAN COORDINATES (ANGSTROEM)
Ti (0.024, 0.789, 0.285)  0.996
O (-3.833, -3.186, -1.135)  0.000
C (-2.864, -3.646, -0.285)  -0.001
C (-2.895, -4.996, 0.039)  0.000
C (-1.965, -5.511, 0.927)  0.000
C (-1.001, -4.689, 1.498)  0.000
C (-0.952, -3.352, 1.142)  -0.001
C (-1.871, -2.825, 0.239)  -0.006
C (-1.746, -1.372, -0.149)  -0.002
O (-0.428, -0.955, -0.160)  0.001
N (-2.576, -0.600, 0.811)  0.013
N (-2.062, 0.701, 0.979)  -0.045
C (-2.816, 1.524, 1.579)  0.045
C (-2.433, 2.904, 1.872)  0.000
Br (-0.590, 3.324, 1.780)  0.012
C (-3.292, 3.847, 2.257)  0.020
C (-4.758, 3.725, 2.312)  -0.002
C (-5.437, 4.319, 3.377)  0.004
C (-6.813, 4.223, 3.477)  -0.001
C (-7.538, 3.553, 2.500)  0.003
C (-6.877, 2.995, 1.416)  -0.001
C (-5.497, 3.085, 1.320)  0.005
H (-3.827, -2.222, -1.142)  0.000
H (-3.664, -5.618, -0.398)  0.000
H (-2.000, -6.561, 1.183)  0.000
H (-0.283, -5.090, 2.199)  0.000
H (-0.188, -2.695, 1.545)  0.001
H (-2.172, -1.199, -1.153)  -0.016
H (-2.558, -1.058, 1.721)  -0.001
H (-3.801, 1.210, 1.918)  -0.002
H (-2.882, 4.798, 2.575)  0.001
H (-4.874, 4.844, 4.138)  0.000
H (-7.323, 4.675, 4.316)  0.000
H (-8.615, 3.483, 2.574)  0.000
H (-7.437, 2.498, 0.634)  0.000
H (-4.998, 2.691, 0.445)  -0.001
N (3.038, 2.313, -2.337)  0.032
C (4.066, 1.355, -2.313)  -0.001
C (4.799, 1.061, -3.454)  0.014
C (5.810, 0.113, -3.402)  -0.004
C (6.076, -0.567, -2.222)  0.015
C (5.324, -0.294, -1.087)  -0.001
C (4.337, 0.680, -1.126)  0.008
S (3.407, 1.130, 0.293)  0.008
N (1.896, 1.414, -0.456)  0.104
C (1.877, 2.099, -1.610)  0.158
C (0.619, 2.519, -2.101)  0.199
C (0.410, 3.269, -3.281)  0.064
C (-0.852, 3.623, -3.654)  0.052
C (-1.947, 3.222, -2.854)  0.137
C (-1.688, 2.480, -1.734)  -0.022
N (-0.457, 2.111, -1.336)  0.128
H (2.884, 2.716, -3.247)  -0.013
H (4.574, 1.570, -4.383)  0.001
H (6.382, -0.104, -4.294)  0.000
H (6.858, -1.312, -2.186)  0.001
H (5.501, -0.826, -0.162)  0.000
H (1.247, 3.588, -3.889)  0.025
H (-1.011, 4.205, -4.551)  0.005
H (-2.963, 3.477, -3.116)  0.009
H (-2.509, 2.141, -1.112)  0.015
O (0.420, -0.386, -3.123)  0.003
C (0.829, -1.536, -3.063)  0.003
C (2.250, -1.864, -2.667)  0.005
C (2.374, -2.647, -1.353)  0.007
C (2.135, -4.148, -1.505)  0.000
C (0.743, -4.542, -1.990)  0.000
C (0.388, -3.993, -3.363)  0.000
N (0.023, -2.585, -3.375)  -0.001
H (2.761, -0.903, -2.582)  -0.005
H (2.735, -2.422, -3.476)  0.000
H (1.698, -2.220, -0.609)  0.003
H (3.389, -2.498, -0.978)  0.001
H (2.327, -4.639, -0.547)  0.000
H (2.877, -4.545, -2.209)  0.000
H (-0.012, -4.204, -1.284)  0.000
H (0.676, -5.633, -2.027)  0.000
H (-0.472, -4.534, -3.759)  0.000
H (1.215, -4.165, -4.061)  0.000
H (-0.928, -2.336, -3.597)  0.000
C (4.109, -0.003, 3.493)  0.003
Si (2.481, 0.852, 3.881)  0.004
C (2.105, 0.527, 5.687)  -0.001
C (2.694, 2.697, 3.622)  0.002
Se (0.716, 0.052, 2.714)  0.016
H (4.798, 0.139, 4.329)  0.000
H (4.574, 0.407, 2.599)  0.001
H (3.963, -1.072, 3.344)  0.000
H (2.904, 0.913, 6.324)  0.000
H (2.003, -0.543, 5.871)  0.000
H (1.168, 1.006, 5.972)  0.001
H (3.518, 3.076, 4.230)  0.000
H (1.785, 3.233, 3.902)  0.000
H (2.917, 2.917, 2.576)  0.001